1.
{"formula": "C10H10O3", "method": "ωB97M-V with the def2-TZVPD basis set", "elements": ["C", "C", "C", "C", "C", "C", "C", "C", "C", "C", "H", "H", "H", "H", "H", "H", "H", "H", "H", "H", "O", "O", "O"], "positions_angstrom": [[3.478, -1.265, 0.846], [3.403, -0.114, -0.358], [2.221, 0.864, -0.182], [0.859, 0.200, -0.141], [0.689, -1.078, -0.418], [-0.711, -1.625, -0.410], [-1.760, -0.702, -0.117], [-3.716, 0.229, 0.103], [-1.406, 0.559, 0.112], [-0.209, 1.051, 0.056], [3.163, -0.918, 1.773], [3.440, -2.257, 0.432], [4.447, -1.137, 1.106], [4.506, 0.544, -0.256], [3.147, -0.739, -1.162], [1.492, -2.121, -0.233], [-0.895, -2.661, -0.517], [-4.392, -0.007, 0.827], [-4.535, 0.481, -1.042], [-0.231, 2.093, 0.194], [2.369, 2.012, -0.205], [-3.108, -0.953, 0.022], [-2.664, 1.193, 0.425]], "lowdin_charge": [-0.09, -0.10, -0.42, -0.19, -0.02, 0.07, -0.19, -0.21, -0.20, 0.05, 0.06, 0.06, 0.01, 0.19, 0.06, 0.20, 0.09, 0.09, 0.21, 0.14, 0.14, 0.03, 0.02], "multiplicity": 1, "total_charge": 0}

***

2.
{"formula": "C10H10O6", "method": "ωB97M-V with the def2-TZVPD basis set", "elements": ["O", "C", "O", "C", "O", "O", "O", "C", "C", "O", "C", "C", "C", "C", "C", "C", "H", "H", "H", "H", "H", "H", "H", "H", "H", "H"], "positions_angstrom": [[-0.769, 0.172, 1.109], [-0.196, 1.236, 1.434], [-0.933, 2.251, 2.091], [-2.331, 1.904, 2.232], [-3.086, 1.985, 1.000], [-3.451, 3.268, 0.719], [1.211, 1.322, 1.157], [1.452, 1.845, -0.175], [1.252, 0.792, -1.366], [1.131, 1.276, -2.533], [1.145, -0.782, -1.218], [0.475, -1.596, -2.367], [0.302, -3.154, -2.287], [0.808, -3.889, -0.996], [1.482, -3.102, 0.166], [1.648, -1.563, 0.053], [-2.788, 2.711, 2.927], [-2.511, 0.908, 2.784], [-2.824, 3.923, 1.104], [2.567, 2.153, -0.207], [0.867, 2.804, -0.418], [0.069, -1.075, -3.300], [-0.173, -3.759, -3.126], [0.701, -5.020, -0.847], [1.834, -3.602, 1.123], [2.116, -1.008, 0.939]], "lowdin_charge": [0.11, -0.38, 0.02, -0.17, -0.12, -0.04, -0.04, -0.08, -0.26, 0.01, -0.09, 0.00, -0.05, -0.06, -0.07, -0.01, 0.16, 0.17, 0.11, 0.16, 0.16, 0.10, 0.08, 0.09, 0.08, 0.10], "multiplicity": 1, "total_charge": 0, "smiles": "O=C(OCOO)OCC(=O)c1ccccc1"}

***

3.
{"formula": "C10H11BNO2S", "method": "ωB97M-V with the def2-TZVPD basis set", "elements": ["C", "O", "B", "O", "C", "C", "C", "C", "C", "N", "C", "C", "S", "C", "C", "H", "H", "H", "H", "H", "H", "H", "H", "H", "H", "H"], "positions_angstrom": [[3.347, 0.846, 0.874], [3.303, 2.158, 0.191], [2.242, 2.157, -0.872], [2.452, 2.642, -2.259], [0.778, 1.502, -0.378], [-0.271, 2.391, 0.538], [-1.680, 1.632, 1.016], [-1.929, 0.051, 0.552], [-3.294, -0.792, 1.023], [-3.533, -2.262, 0.652], [-2.542, -3.066, -0.197], [-1.153, -2.381, -0.758], [0.063, -3.403, -1.783], [-0.860, -0.815, -0.369], [0.519, -0.065, -0.842], [4.360, 0.739, 1.496], [3.324, 0.017, 0.041], [2.485, 0.713, 1.688], [3.449, 2.779, -2.338], [-0.024, 3.503, 0.868], [-2.441, 2.233, 1.678], [-4.086, -0.217, 1.666], [-4.404, -2.767, 0.987], [-2.746, -4.208, -0.466], [1.316, -2.783, -1.513], [1.327, -0.602, -1.497]], "lowdin_charge": [-0.10, -0.09, -0.40, 0.08, 0.00, 0.05, 0.03, -0.05, 0.08, 0.01, -0.01, -0.43, 0.72, -0.08, 0.04, 0.13, 0.10, 0.12, 0.13, 0.13, 0.11, 0.14, 0.16, 0.14, -0.09, 0.09], "multiplicity": 1, "total_charge": 1, "smiles": "COB(O)c1ccc2c[nH+]cc(S)c2c1"}

***

4.
{"formula": "C10H11BrN2O2", "method": "ωB97M-V with the def2-TZVPD basis set", "elements": ["O", "O", "Br", "C", "C", "C", "C", "C", "C", "N", "N", "C", "C", "C", "C", "H", "H", "H", "H", "H", "H", "H", "H", "H", "H", "H"], "positions_angstrom": [[3.150, -1.339, -0.034], [1.316, -1.593, -2.570], [-3.369, -0.552, 0.033], [2.154, -0.678, 0.107], [0.793, -0.740, -1.900], [1.636, -0.205, 1.369], [-0.562, -0.319, -2.014], [0.500, 0.580, 1.166], [-0.838, 0.517, -0.957], [1.366, -0.082, -0.854], [0.350, 0.674, -0.221], [2.232, -0.545, 2.688], [-1.491, -0.737, -3.129], [-0.397, 1.198, 2.207], [-2.258, 0.979, -0.638], [1.878, -1.508, 3.084], [2.105, 0.242, 3.412], [3.316, -0.634, 2.546], [-1.508, -1.809, -3.237], [-1.077, -0.335, -4.055], [-2.494, -0.388, -3.002], [-0.462, 2.257, 2.019], [0.027, 1.034, 3.223], [-1.403, 0.757, 2.177], [-2.280, 1.799, 0.112], [-2.684, 1.429, -1.533]], "lowdin_charge": [0.13, 0.13, 0.62, -0.39, -0.41, -0.13, -0.14, -0.14, -0.20, 0.13, 0.03, -0.03, -0.01, 0.00, -0.46, 0.10, 0.07, 0.09, 0.09, 0.09, 0.05, 0.08, 0.09, 0.07, 0.07, 0.07], "multiplicity": 1, "total_charge": 0, "smiles": "Cc1c(C)n2c(CBr)c(C)c(=O)n2c1=O"}

***

5.
{"formula": "C10H11BrN3S", "method": "ωB97M-V with the def2-TZVPD basis set", "elements": ["C", "C", "C", "C", "C", "C", "C", "C", "C", "C", "N", "N", "N", "S", "Br", "H", "H", "H", "H", "H", "H", "H", "H", "H", "H", "H"], "positions_angstrom": [[2.131, 1.718, 2.149], [1.578, 1.101, 1.087], [1.618, 1.313, 3.484], [-0.034, 0.003, 2.557], [0.384, 0.311, 1.274], [-1.593, -1.571, -1.401], [2.474, -1.867, -1.004], [3.415, -1.330, -1.518], [-0.228, -0.333, 0.249], [-2.562, -0.707, -2.243], [0.605, 0.550, 3.611], [-0.855, -1.003, -0.472], [-3.746, -0.303, -1.506], [-1.531, -3.169, -1.481], [-0.919, 2.744, -1.748], [3.068, 2.305, 2.041], [1.778, 1.284, 0.027], [2.035, 1.748, 4.448], [-0.807, -0.544, 3.017], [1.515, -2.075, -0.588], [4.357, -1.096, -1.964], [-2.711, -1.154, -3.105], [-2.065, 0.216, -2.510], [-4.555, -0.848, -1.437], [-3.710, 0.345, -0.727], [0.362, 2.361, -2.242]], "lowdin_charge": [0.01, -0.01, -0.07, 0.00, -0.18, -0.76, 0.00, 0.02, 0.08, -0.24, 0.08, 0.16, 0.05, 0.92, 0.40, 0.13, 0.12, 0.15, 0.13, -0.01, 0.03, 0.06, 0.05, 0.06, 0.08, -0.26], "multiplicity": 1, "total_charge": 1}

***

6.
{"formula": "C10H11CeN4O11", "method": "ωB97M-V with the def2-TZVPD basis set", "elements": ["Ce", "O", "C", "O", "C", "O", "C", "C", "O", "O", "H", "H", "H", "H", "H", "N", "N", "C", "O", "O", "H", "H", "H", "O", "C", "O", "C", "C", "N", "N", "C", "C", "O", "O", "H", "H", "H"], "positions_angstrom": [[0.541, 0.523, 0.452], [2.065, -3.832, 0.460], [1.789, -2.572, 0.921], [2.236, -1.591, 0.301], [0.922, -2.511, 2.144], [0.642, -1.168, 2.481], [1.176, -0.672, 3.729], [1.259, 0.870, 3.562], [0.872, 1.378, 2.455], [1.702, 1.530, 4.511], [2.720, -3.680, -0.295], [-0.062, -2.937, 1.949], [1.413, -3.102, 2.982], [0.429, -0.899, 4.488], [2.132, -1.137, 3.900], [2.016, 2.894, 0.293], [2.562, 1.653, -0.250], [2.159, 1.452, -1.684], [3.008, 1.534, -2.558], [0.957, 0.918, -1.753], [2.292, 3.672, -0.315], [2.501, 3.011, 1.176], [3.562, 1.668, -0.137], [-4.503, 1.748, -3.090], [-3.940, 0.622, -3.474], [-4.096, 0.181, -4.610], [-3.102, -0.121, -2.478], [-2.510, -1.370, -2.682], [-1.599, -1.561, -1.733], [-1.490, -0.459, -0.904], [-2.400, 0.408, -1.277], [-2.438, 1.731, -0.634], [-3.362, 2.528, -0.984], [-1.499, 1.852, 0.205], [-4.168, 1.962, -2.163], [-2.729, -2.102, -3.449], [-1.058, -2.421, -1.537]], "lowdin_charge": [1.73, 0.15, -0.40, 0.04, -0.07, -0.24, -0.01, -0.53, -0.13, 0.12, 0.19, 0.16, 0.19, 0.16, 0.15, 0.08, -0.10, -0.59, 0.16, -0.10, 0.14, 0.11, 0.16, 0.14, -0.49, 0.10, 0.02, 0.02, 0.04, -0.02, -0.11, -0.49, 0.09, -0.07, 0.05, 0.16, 0.18], "multiplicity": 1, "total_charge": 1}

***

7.
{"formula": "C10H11ClO4", "method": "ωB97M-V with the def2-TZVPD basis set", "elements": ["O", "O", "Cl", "O", "O", "C", "C", "C", "C", "C", "C", "C", "C", "C", "C", "H", "H", "H", "H", "H", "H", "H", "H", "H", "H", "H"], "positions_angstrom": [[2.228, -0.275, -1.854], [-1.160, 3.741, -0.143], [-0.093, 2.652, -2.898], [1.926, 0.114, 0.408], [-0.338, 0.154, -2.425], [1.520, 0.059, -0.907], [-0.822, 2.583, -0.352], [-1.491, 1.482, 0.333], [-0.785, 0.379, -0.108], [-1.200, -0.983, 0.153], [-1.745, -1.278, 1.378], [3.305, -0.298, 0.574], [-2.032, -2.691, 1.778], [0.180, 0.724, -1.187], [0.222, 2.187, -1.262], [0.106, 0.435, -3.273], [-2.349, 1.588, 1.073], [-0.992, -1.806, -0.583], [-1.959, -0.673, 2.203], [3.415, -0.374, 1.658], [3.242, -1.291, 0.149], [4.246, 0.163, 0.205], [-2.220, -2.729, 2.833], [-3.033, -3.040, 1.531], [-1.308, -3.432, 1.535], [1.133, 2.610, -0.821]], "lowdin_charge": [0.12, 0.08, 0.84, -0.02, -0.07, -0.37, -0.46, 0.12, -0.14, -0.02, -0.09, -0.04, -0.10, -0.43, -0.55, 0.09, 0.16, 0.15, 0.09, 0.09, 0.09, 0.11, 0.06, 0.08, 0.07, 0.16], "multiplicity": 1, "total_charge": 0, "smiles": "C/C=C/C1=CC(=O)[C@H](Cl)[C@@]1(O)C(=O)OC"}

***

8.
{"formula": "C10H11F2N", "method": "ωB97M-V with the def2-TZVPD basis set", "elements": ["C", "C", "C", "C", "C", "C", "C", "C", "C", "C", "H", "H", "H", "H", "H", "H", "H", "H", "H", "H", "H", "N", "F", "F"], "positions_angstrom": [[0.743, 2.041, 0.410], [-0.779, 1.773, 0.279], [-1.575, 1.714, -0.938], [-1.480, 0.537, 0.080], [-0.646, -0.781, -0.184], [-0.122, -1.494, 0.917], [1.256, -2.180, 0.602], [1.462, -2.663, -0.692], [0.435, -2.251, -1.687], [-0.597, -1.334, -1.410], [0.564, 2.036, 2.718], [1.438, 0.862, 1.818], [0.840, 3.011, 0.119], [1.404, 1.319, -0.183], [-1.070, 2.308, 1.182], [-0.811, 1.584, -1.688], [-2.760, 2.001, -0.991], [-2.636, 0.479, 0.407], [1.822, -2.591, 1.302], [2.265, -3.453, -0.936], [0.630, -2.571, -2.714], [1.339, 1.861, 1.800], [-0.310, -1.252, 2.224], [-1.412, -0.958, -2.434]], "lowdin_charge": [-0.21, -0.35, -0.06, -0.18, -0.08, -0.14, 0.01, -0.06, 0.00, -0.26, 0.17, 0.00, 0.07, 0.14, 0.13, 0.10, 0.17, 0.18, 0.04, 0.13, 0.10, -0.03, 0.07, 0.07], "multiplicity": 1, "total_charge": 0, "smiles": "NC[C@H]1C[C@H]1c1c(F)cccc1F"}

***

9.
{"formula": "C10H11FN2O4S2", "method": "ωB97M-V with the def2-TZVPD basis set", "elements": ["F", "C", "C", "C", "C", "C", "C", "C", "N", "S", "N", "C", "H", "H", "H", "H", "H", "H", "H", "C", "C", "O", "S", "O", "O", "O", "H", "H", "H", "H"], "positions_angstrom": [[3.111, 0.028, -0.599], [3.137, 0.872, -1.784], [1.815, 1.795, -1.866], [0.446, 0.927, -1.771], [0.435, -0.616, -1.971], [-0.850, -1.533, -1.849], [-2.198, -0.817, -1.541], [-2.221, 0.746, -1.339], [-3.379, 1.575, -1.011], [-2.808, 3.198, -0.859], [-1.131, 3.086, -1.209], [-0.930, 1.656, -1.443], [4.056, 1.564, -1.655], [3.327, 0.270, -2.739], [1.819, 2.521, -2.747], [1.831, 2.447, -0.906], [1.416, -1.163, -2.227], [-0.750, -2.664, -1.981], [-3.144, -1.474, -1.468], [-0.952, -0.627, 1.979], [0.109, -0.106, 2.935], [0.112, -1.029, 4.024], [-0.261, -2.508, 3.466], [0.958, -3.232, 3.258], [-1.348, -3.024, 4.243], [-0.831, -2.050, 2.017], [-1.956, -0.362, 2.322], [-0.808, -0.259, 0.962], [-0.106, 0.903, 3.286], [1.101, -0.126, 2.473]], "lowdin_charge": [-0.11, -0.18, -0.14, -0.10, -0.01, -0.04, -0.02, -0.27, -0.27, 0.90, -0.27, -0.25, 0.13, 0.12, 0.12, 0.12, 0.10, 0.10, 0.11, -0.17, -0.17, -0.19, 0.65, -0.23, -0.23, -0.20, 0.14, 0.10, 0.14, 0.13], "multiplicity": 1, "total_charge": 0, "smiles": "FCCc1cccc2nsnc12.O=S1(=O)OCCO1"}

***

In order of appearance, ΔE to the lowest compared entry with this formula, charge and spin = 521.3 685.3 1130.7 141.9 276.3 57.6 147.8 473.8 432.6 kJ/mol.
In order of appearance, E_tot = -612.5627 -838.1862 -1015.2921 -3221.6356 -3523.6682 -1909.3180 -1148.7040 -641.9380 -1694.1474 Ha.